The following is a quantum chemistry calculation of one molecule with the formula C4H4N2 in a non-equilibrium geometry, from the Open Molecules 2025 dataset.

Properties
Relative energy (zero: lowest compared OMol25 entry of this formula, charge and spin) in kJ/mol: 237.8
Spin multiplicity: 1
Highest occupied orbital energy in eV: -10.6
HOMO-LUMO gap in eV: 11.3160

Bonds (Å) are listed after each position.
CARTESIAN COORDINATES (ANGSTROEM)
1 C -1.61498 0.85931 1.44288  C2 1.202, H7 1.069
2 C -0.76810 0.65918 0.61299  C1 1.202, C3 1.476
3 C 0.36160 0.34357 -0.28312  C2 1.476, N4 1.458, C5 1.496, H8 1.098
4 N -0.05140 -0.38940 -1.47434  C3 1.458, H9 1.017, H10 1.016
5 C 1.28740 -0.54267 0.48841  C3 1.496, N6 1.158
6 N 1.78757 -1.47149 0.96622  C5 1.158
7 H -2.35393 1.00578 2.20136  C1 1.069
8 H 0.82702 1.28166 -0.61434  C3 1.098
9 H -0.19245 -1.35909 -1.20123  N4 1.017
10 H 0.71727 -0.38685 -2.13882  N4 1.016